Density functional theory data (ωB97M-V/def2-TZVPD) for a cluster of 9 separate species, C4H25N2O9S in total.

For the HOMO energy, the calculation gives -4.11 eV. As for the charge: -1. The calculation puts the energy relative to the best compared isomer or geometry (same formula, charge and spin) at 1.276 eV.

Each line ends with the Mulliken charge.
Element x y z (Å)
C -0.5726 -0.7380 -2.1917  -1.46
C 0.4963 0.0205 -1.4244  0.50
C 1.8082 -0.7322 -1.0915  -1.36
S 1.8184 -2.5165 -1.3405  -0.38
N -0.1690 0.6143 -0.1715  0.59
C -0.0380 0.1173 1.0689  0.28
N 0.1963 -1.2166 1.1886  -0.03
O -0.1524 0.8382 2.0879  -0.96
H -0.6675 -1.8085 -2.0668  0.16
H -1.5787 -0.3193 -2.0776  0.33
H -0.3878 -0.5572 -3.2537  0.43
H 0.6841 0.9508 -1.9577  0.45
H 2.2381 -0.5090 -0.1132  0.21
H 2.5652 -0.2713 -1.7492  0.37
H -0.4256 1.5595 -0.3874  -0.15
H 0.0907 -1.5716 2.1166  0.36
H 0.6093 -1.8001 0.4493  -0.16
H 1.4719 0.3508 3.0219  0.37
H 2.6854 -0.5965 2.5831  0.30
O 2.2991 -0.0937 3.3025  -0.68
H 1.6084 3.1513 -1.0016  0.35
H 0.5643 3.9458 -0.1220  0.25
O 0.7142 3.5502 -0.9841  -0.60
H -0.6770 -3.5512 -0.2914  0.35
H -1.5942 -4.1311 -1.3038  0.33
O -1.0885 -4.4034 -0.5163  -0.66
H 2.8421 1.3616 -0.2335  0.33
H 3.1566 2.4896 0.7064  0.34
O 3.0287 2.3162 -0.2363  -0.76
H -1.3072 2.4938 1.6401  0.32
H -0.3086 3.5678 1.9816  0.32
O -1.2294 3.4603 1.6885  -0.67
H -2.8850 0.0491 -0.3290  0.27
H -3.1615 -0.9504 0.8104  0.38
O -3.5968 -0.3451 0.1912  -0.67
H -2.6336 -3.6168 1.1204  0.32
H -1.9109 -2.7550 2.0935  0.28
O -2.6367 -2.7110 1.4621  -0.64
H -1.3981 3.3209 -2.8384  0.30
H -1.4828 3.5664 -1.2747  0.33
O -1.9751 3.3493 -2.0720  -0.64

Cartesian forces (eV/Å) of the 2 atoms listed first:
-0.5207 0.4033 -1.4336
-1.5984 0.1801 2.0848